C4H7NO | ωB97M-V/def2-TZVPD

```
13
Properties=species:S:1:pos:R:3:forces:R:3
C -0.414608 2.261631 0.432699 -0.018 -3.814 1.485
N 0.330381 1.181385 -0.215485 -1.282 0.668 -0.512
C 0.388099 0.108079 0.404310 1.195 -0.658 2.233
C 0.938098 -1.062177 -0.341720 -2.430 -0.211 0.202
C -0.185165 -2.047723 -0.645367 -2.994 2.082 1.980
O 2.022101 -1.104039 -0.809408 1.710 -0.344 -0.482
H -0.974554 2.731148 -0.276009 -1.689 1.416 -1.762
H -1.023162 1.839298 1.275016 0.237 0.623 -0.648
H 0.311413 2.860487 0.805592 1.956 2.452 1.266
H 0.167216 -0.031895 1.532570 -0.338 0.168 -1.604
H 0.174032 -2.824863 -1.197655 0.901 -2.252 -1.499
H -0.751474 -2.456407 0.317222 1.266 1.014 -1.944
H -0.982377 -1.454924 -1.281766 1.486 -1.144 1.283
```
Positions in Å, forces in eV/Å.

Its LUMO energy is 1.0 eV. As for the SMILES: C/N=C/C(C)=O. As for the HOMO energy: -9.409 eV. As for the spin multiplicity: 1. The energy above the lowest of the compared OMol25 structures with the same formula, charge and spin comes out at 57.6 kcal/mol.

These are the Mulliken partial charges, in e, on atoms 1 to 6: -0.786 -0.377 -0.067 0.562 -0.969 -0.497